Formula: C40H94ClNO11
Source: the Open Molecules 2025 dataset
Level of theory: wB97M-V/def2-TZVPD

Output
**Molecular weight**: 800.64 g mol⁻¹
**2S+1**: 1
**Maximum force**: 2.49 eV Å⁻¹
**E_HOMO**: -0.262 hartree
**Kohn-Sham gap**: 7.68 eV

Bonds (Å) are listed after each position.
Element x y z (Å)
1 C 2.26725 2.23222 -3.60117  C2 1.582, H22 1.121, H23 1.122, H24 1.130
2 C 1.90317 0.71798 -3.32568  C1 1.582, C3 1.575, C4 1.390
3 C 3.11547 -0.28026 -3.44730  C2 1.575, H25 1.123, H26 1.134, H27 1.118
4 C 0.61393 0.28408 -3.03907  C2 1.390, C5 1.561, H28 1.129
5 C -0.29235 0.77942 -1.86826  C4 1.561, C6 1.579, H29 1.132, H30 1.130
6 C -0.19643 -0.08261 -0.54863  C5 1.579, C7 1.574, H31 1.135, H32 1.122
7 C -1.08668 -1.37986 -0.52406  C6 1.574, C8 1.590, C9 1.583, H33 1.132
8 C -2.65062 -1.09200 -0.51544  C7 1.590, H34 1.140, H35 1.128, H36 1.121
9 C -0.78683 -2.42362 -1.67632  C7 1.583, C10 1.604, H37 1.131, H38 1.119
10 C -0.65371 -3.85727 -0.96896  C9 1.604, N11 1.484, H39 1.120, H40 1.134
11 N 0.69322 -3.89267 -0.34712  C10 1.484, C12 1.481, C15 1.442
12 C 1.72563 -4.51671 -1.20586  N11 1.481, C13 1.616, H41 1.128, H42 1.122
13 C 2.97962 -3.50130 -1.29892  C12 1.616, O14 1.421, H43 1.128, H44 1.128
14 O 2.67628 -2.19009 -0.84157  C13 1.421, H45 0.976
15 C 0.67236 -4.43736 0.98753  N11 1.442, O16 1.226, O17 1.398
16 O 0.13759 -5.50797 1.25178  C15 1.226
17 O 1.26403 -3.62357 1.95828  C15 1.398, C18 1.450
18 C 2.15511 -4.36495 2.83006  O17 1.450, C19 1.589, H46 1.127, H47 1.119
19 C 1.66887 -4.08818 4.31742  C18 1.589, C20 1.567, H48 1.123, H49 1.128
20 C 2.41860 -4.97326 5.37046  C19 1.567, Cl21 1.832, H50 1.123, H51 1.119
21 Cl 4.23089 -4.80825 5.15889  C20 1.832
22 H 1.51283 2.90096 -3.11130  C1 1.121
23 H 3.32065 2.39807 -3.25200  C1 1.122
24 H 2.26340 2.33093 -4.72639  C1 1.130
25 H 2.80841 -1.27022 -3.87978  C3 1.123
26 H 3.84822 0.17370 -4.18401  C3 1.134
27 H 3.66034 -0.39540 -2.47821  C3 1.118
28 H 0.18853 -0.53850 -3.68561  C4 1.129
29 H -1.36736 0.79834 -2.22241  C5 1.132
30 H -0.02985 1.85412 -1.63702  C5 1.130
31 H -0.57155 0.57300 0.29788  C6 1.135
32 H 0.87309 -0.31662 -0.30323  C6 1.122
33 H -0.86477 -1.89994 0.45609  C7 1.132
34 H -3.08970 -1.52011 0.44511  C8 1.140
35 H -3.15738 -1.66310 -1.34511  C8 1.128
36 H -2.92625 -0.00602 -0.53288  C8 1.121
37 H 0.23727 -2.22791 -2.11377  C9 1.131
38 H -1.53096 -2.42851 -2.51253  C9 1.119
39 H -1.50318 -3.91476 -0.24096  C10 1.120
40 H -0.80654 -4.67776 -1.73686  C10 1.134
41 H 1.29270 -4.53380 -2.24777  C12 1.128
42 H 2.03884 -5.54410 -0.87979  C12 1.122
43 H 3.27447 -3.41653 -2.38425  C13 1.128
44 H 3.87989 -3.92298 -0.76594  C13 1.128
45 H 2.60457 -2.17381 0.13177  O14 0.976
46 H 3.18536 -3.92715 2.70209  C18 1.127
47 H 2.23346 -5.45663 2.59724  C18 1.119
48 H 1.76414 -2.98520 4.50430  C19 1.123
49 H 0.57571 -4.36489 4.31955  C19 1.128
50 H 2.14866 -4.64434 6.40971  C20 1.123
51 H 2.12408 -6.04682 5.25612  C20 1.119
52 C -3.10212 -0.07414 4.73357  C53 1.521, H56 1.094, H57 1.093, H58 1.093
53 C -2.88451 0.18518 3.25069  C52 1.521, C54 1.521, O55 1.426, H59 1.093
54 C -3.87431 1.20941 2.71746  C53 1.521, H60 1.094, H61 1.092, H62 1.092
55 O -3.02488 -1.03562 2.52678  C53 1.426, H63 0.967
56 H -4.10451 -0.47406 4.91479  C52 1.094
57 H -2.39143 -0.81839 5.10064  C52 1.093
58 H -2.98177 0.84164 5.31714  C52 1.093
59 H -1.86421 0.54004 3.08593  C53 1.093
60 H -4.90236 0.85201 2.83170  C54 1.094
61 H -3.71308 1.37855 1.65034  C54 1.092
62 H -3.77705 2.16325 3.24109  C54 1.092
63 H -3.92471 -1.36161 2.66422  O55 0.967
64 C 0.72943 -3.04243 10.31696  C65 1.520, H68 1.095, H69 1.092, H70 1.092
65 C 0.98617 -2.83122 8.83336  C64 1.520, C66 1.521, O67 1.429, H71 1.093
66 C 0.02297 -1.81268 8.24393  C65 1.521, H72 1.095, H73 1.093, H74 1.092
67 O 0.84778 -4.07443 8.14296  C65 1.429, H75 0.966
68 H -0.28216 -3.42475 10.48579  C64 1.095
69 H 1.42141 -3.78299 10.72402  C64 1.092
70 H 0.84704 -2.11086 10.87465  C64 1.092
71 H 2.01434 -2.49370 8.68315  C65 1.093
72 H -1.01232 -2.15380 8.34325  C66 1.095
73 H 0.21262 -1.67858 7.17628  C66 1.093
74 H 0.11952 -0.84455 8.74004  C66 1.092
75 H -0.05807 -4.38526 8.26703  O67 0.966
76 C 3.03471 6.50784 -2.50095  C77 1.521, H80 1.095, H81 1.093, H82 1.092
77 C 2.40846 6.10403 -3.82694  C76 1.521, C78 1.520, O79 1.429, H83 1.093
78 C 2.56910 7.19437 -4.87329  C77 1.520, H84 1.094, H85 1.091, H86 1.093
79 O 1.01920 5.83099 -3.63351  C77 1.429, H87 0.966
80 H 2.55316 7.40626 -2.10168  C76 1.095
81 H 2.90131 5.71840 -1.75717  C76 1.093
82 H 4.10321 6.70558 -2.61262  C76 1.092
83 H 2.87134 5.18107 -4.18440  C77 1.093
84 H 2.07238 8.11519 -4.55446  C78 1.094
85 H 2.10527 6.89326 -5.81335  C78 1.091
86 H 3.62430 7.41325 -5.05730  C78 1.093
87 H 0.59905 6.64115 -3.31710  O79 0.966
88 C 4.77109 -0.45385 4.93693  C89 1.520, H92 1.095, H93 1.093, H94 1.093
89 C 5.73497 -0.34447 6.10717  C88 1.520, C90 1.521, O91 1.427, H95 1.093
90 C 7.17248 -0.56581 5.66264  C89 1.521, H96 1.094, H97 1.092, H98 1.092
91 O 5.38803 -1.30812 7.10061  C89 1.427, H99 0.966
92 H 4.81685 -1.45167 4.48919  C88 1.095
93 H 3.74242 -0.30342 5.27322  C88 1.093
94 H 4.99726 0.28514 4.16462  C88 1.093
95 H 5.64175 0.64107 6.56946  C89 1.093
96 H 7.29762 -1.56642 5.23756  C90 1.094
97 H 7.85220 -0.49482 6.51472  C90 1.092
98 H 7.47280 0.17068 4.91370  C90 1.092
99 H 5.46577 -2.18593 6.70371  O91 0.966
100 C -1.57447 7.94229 -7.12848  C101 1.521, H104 1.094, H105 1.093, H106 1.093
101 C -0.45462 7.28890 -7.92319  C100 1.521, C102 1.521, O103 1.427, H107 1.093
102 C -0.98882 6.20236 -8.84375  C101 1.521, H108 1.094, H109 1.092, H110 1.092
103 O 0.49910 6.72628 -7.02349  C101 1.427, H111 0.967
104 H -2.08062 7.20819 -6.49423  C100 1.094
105 H -1.17561 8.71290 -6.46453  C100 1.093
106 H -2.31408 8.39981 -7.78979  C100 1.093
107 H 0.06729 8.04582 -8.51378  C101 1.093
108 H -1.47629 5.41027 -8.26725  C102 1.094
109 H -0.17257 5.73501 -9.39937  C102 1.092
110 H -1.70992 6.60786 -9.55719  C102 1.092
111 H 0.04935 6.05386 -6.49339  O103 0.967
112 C -2.78110 -7.15577 -0.88688  C113 1.521, H116 1.094, H117 1.092, H118 1.093
113 C -2.91569 -7.28332 -2.39701  C112 1.521, C114 1.521, O115 1.425, H119 1.093
114 C -2.64552 -8.70626 -2.86053  C113 1.521, H120 1.094, H121 1.092, H122 1.092
115 O -2.00028 -6.38872 -3.02398  C113 1.425, H123 0.966
116 H -1.76667 -7.40857 -0.56326  C112 1.094
117 H -2.96671 -6.12710 -0.57126  C112 1.092
118 H -3.48493 -7.81267 -0.36966  C112 1.093
119 H -3.91997 -6.98266 -2.70516  C113 1.093
120 H -1.62702 -9.01203 -2.60206  C114 1.094
121 H -2.73342 -8.77871 -3.94696  C114 1.092
122 H -3.34626 -9.41001 -2.40554  C114 1.092
123 H -1.10753 -6.64338 -2.75747  O115 0.966
124 C -7.51963 -5.82500 1.47649  C125 1.521, H128 1.094, H129 1.092, H130 1.092
125 C -6.69192 -4.57462 1.22288  C124 1.521, C126 1.520, O127 1.428, H131 1.092
126 C -5.61950 -4.82378 0.17426  C125 1.520, H132 1.094, H133 1.093, H134 1.093
127 O -6.07885 -4.15250 2.44119  C125 1.428, H135 0.966
128 H -6.88999 -6.63831 1.85053  C124 1.094
129 H -8.27871 -5.63422 2.23845  C124 1.092
130 H -8.01731 -6.16146 0.56415  C124 1.092
131 H -7.34507 -3.76284 0.89449  C125 1.092
132 H -4.92613 -5.60276 0.50425  C126 1.094
133 H -5.02678 -3.92033 0.01051  C126 1.093
134 H -6.06023 -5.12989 -0.77748  C126 1.093
135 H -5.49772 -4.86250 2.74221  O127 0.966
136 C 0.89917 10.98387 -2.99943  C137 1.521, H140 1.094, H141 1.093, H142 1.092
137 C 0.27018 10.57823 -4.32339  C136 1.521, C138 1.521, O139 1.428, H143 1.091
138 C 0.43111 11.66820 -5.37151  C137 1.521, H144 1.094, H145 1.092, H146 1.092
139 O -1.11784 10.30647 -4.12834  C137 1.428, H147 0.966
140 H 0.41907 11.88265 -2.60032  C136 1.094
141 H 0.76673 10.19550 -2.25459  C136 1.093
142 H 1.96764 11.18100 -3.11308  C136 1.092
143 H 0.73102 9.65582 -4.68130  C137 1.091
144 H -0.06508 12.59012 -5.05268  C138 1.094
145 H -0.03383 11.36607 -6.31282  C138 1.092
146 H 1.48533 11.88621 -5.55676  C138 1.092
147 H -1.53628 11.11712 -3.81215  O139 0.966